(1)
8
Properties=species:S:1:pos:R:3 method="wB97M-V/def2-TZVPD" multiplicity=1 e_homo_ev="-10.81 / -11.27" total_energy_ev=-14224.63131
C -0.798 -0.859 -0.637
N -0.564 0.382 -0.111
N 1.274 1.013 0.681
O -0.389 -1.841 -0.061
F -0.771 1.448 -0.984
F 1.941 -0.209 0.594
F 0.848 1.011 1.990
H -1.542 -0.944 -1.472



(2)
62
Properties=species:S:1:pos:R:3 method="wB97M-V/def2-TZVPD" total_charge=+1 multiplicity=1 e_homo_ev=-12.06 total_energy_ev=-196988.23307
Zn 3.503 0.421 -3.547
Zn 2.507 -2.066 3.125
C 5.410 3.712 2.071
F 6.254 4.473 1.283
F 6.012 3.537 3.272
F 4.290 4.282 2.357
S 5.167 1.950 1.347
O 4.260 1.272 2.285
O 4.684 2.057 -0.034
O 6.477 1.293 1.463
C -2.441 -0.629 -0.893
F -3.288 -0.351 0.106
F -2.433 -1.964 -1.065
F -2.838 0.072 -1.993
S -0.604 -0.068 -0.449
O -0.123 -1.009 0.637
O 0.265 -0.187 -1.653
O -0.703 1.328 0.065
C 5.295 -5.520 -1.390
F 4.061 -5.837 -1.830
F 5.454 -6.157 -0.277
F 6.345 -5.747 -2.218
S 5.289 -3.650 -0.916
O 4.454 -3.542 0.275
O 6.688 -3.419 -0.456
O 4.807 -2.814 -2.029
C -7.005 3.136 -1.832
C -7.954 2.433 -1.045
N -8.768 1.863 -0.419
H -6.694 2.666 -2.765
H -6.111 3.391 -1.262
H -7.474 4.087 -2.086
C -0.587 -7.792 1.697
C 0.136 -6.688 2.256
N 0.769 -5.817 2.725
H -0.897 -8.621 2.333
H -0.056 -8.177 0.826
H -1.463 -7.297 1.277
C -1.087 6.608 3.411
C -2.007 6.165 4.565
N -2.632 5.798 5.466
H -1.317 6.079 2.486
H -0.034 6.557 3.686
H -1.171 7.641 3.073
C -0.562 5.055 -5.564
C 0.548 4.303 -4.955
N 1.369 3.761 -4.439
H -0.244 6.095 -5.646
H -1.442 4.916 -4.936
H -0.802 4.660 -6.551
C -2.293 -0.338 7.527
C -1.198 -0.582 6.570
N -0.360 -0.785 5.858
H -2.126 0.559 8.124
H -2.533 -1.147 8.217
H -3.224 -0.266 6.964
C -2.351 -3.170 -6.152
C -1.160 -3.377 -5.341
N -0.260 -3.671 -4.688
H -2.125 -3.334 -7.205
H -2.739 -2.165 -5.987
H -2.940 -3.982 -5.726



(3)
11
Properties=species:S:1:pos:R:3 method="wB97M-V/def2-TZVPD" multiplicity=1 e_homo_ev=-9.81 smiles="[H]/N=C/OCC=O" total_energy_ev=-8775.83330
N 1.092 1.138 -0.238
C 1.364 -0.046 -0.585
O 0.501 -1.060 -0.521
C -0.802 -0.872 0.053
C -1.184 0.466 0.705
O -1.403 0.521 1.892
H 1.895 1.750 -0.351
H 2.313 -0.415 -0.981
H -0.908 -1.636 0.826
H -1.521 -1.072 -0.750
H -1.389 1.313 0.033